1.
{
  "formula": "C18H43Cl2ErF5OP2Te",
  "method": "ωB97M-V with the def2-TZVPD basis set",
  "elements": ["Er", "Cl", "P", "C", "C", "C", "C", "H", "C", "H", "H", "H", "H", "H", "H", "H", "C", "C", "H", "H", "H", "H", "H", "H", "C", "H", "C", "H", "H", "H", "H", "H", "H", "Cl", "H", "P", "C", "C", "C", "C", "H", "C", "H", "H", "H", "H", "H", "H", "H", "C", "C", "H", "H", "H", "H", "H", "H", "C", "H", "C", "H", "H", "H", "H", "H", "H", "F", "Te", "F", "F", "F", "F", "O"],
  "coordinates": [[-0.036, 0.227, 0.253], [-0.198, 0.752, -2.278], [-2.589, -0.655, -0.537], [-2.926, -1.510, -2.135], [-3.455, -1.575, 0.820], [-3.260, 1.052, -0.831], [-1.855, -2.542, -2.513], [-2.862, -0.685, -2.867], [-4.331, -2.106, -2.146], [-4.367, -3.048, -1.585], [-4.603, -2.315, -3.188], [-5.082, -1.422, -1.740], [-0.960, -2.055, -2.912], [-2.250, -3.217, -3.281], [-1.534, -3.142, -1.654], [-2.730, 1.342, -1.757], [-2.861, 2.041, 0.265], [-4.765, 1.077, -1.052], [-5.050, 0.703, -2.041], [-5.106, 2.118, -0.973], [-5.273, 0.491, -0.275], [-1.987, 1.769, 0.876], [-3.698, 2.212, 0.949], [-2.595, 3.005, -0.184], [-2.734, -2.911, 1.025], [-4.487, -1.742, 0.464], [-3.472, -0.774, 2.122], [-2.840, -3.600, 0.185], [-3.117, -3.404, 1.925], [-1.659, -2.728, 1.187], [-2.474, -0.411, 2.410], [-3.806, -1.427, 2.936], [-4.149, 0.082, 2.072], [0.403, -1.707, 1.861], [0.123, -1.492, -0.685], [2.705, 0.226, -0.421], [2.954, 1.860, -1.276], [3.757, 0.237, 1.111], [3.235, -1.113, -1.572], [1.880, 2.915, -0.959], [2.835, 1.575, -2.338], [4.356, 2.408, -1.038], [4.428, 2.888, -0.053], [4.556, 3.163, -1.807], [5.126, 1.636, -1.116], [0.953, 2.682, -1.500], [2.223, 3.899, -1.302], [1.620, 2.976, 0.108], [2.627, -0.875, -2.465], [2.843, -2.535, -1.115], [4.723, -0.959, -1.877], [4.905, -0.077, -2.500], [5.058, -1.846, -2.434], [5.317, -0.889, -0.953], [2.082, -2.524, -0.327], [3.711, -3.108, -0.766], [2.398, -3.071, -1.964], [3.128, 1.273, 2.044], [4.780, 0.545, 0.829], [3.773, -1.118, 1.803], [3.342, 2.307, 1.764], [3.448, 1.102, 3.076], [2.034, 1.178, 2.054], [2.730, -1.446, 1.957], [4.230, -1.016, 2.794], [4.306, -1.897, 1.253], [0.245, 4.122, 2.918], [-0.480, 2.465, 3.421], [1.135, 1.875, 4.178], [-0.888, 3.128, 5.146], [-1.214, 0.804, 3.934], [-2.210, 3.046, 2.934], [-0.065, 1.761, 1.744]],
  "forces_ev_per_angstrom": [[0.161, -1.773, -1.322], [-0.176, 0.451, -0.652], [1.515, 0.477, 0.583], [0.029, 0.189, 0.068], [-0.753, 0.137, -0.689], [-0.425, -0.509, -0.208], [0.076, -0.105, -0.027], [-0.122, -0.246, 0.226], [-0.110, -0.129, -0.421], [-0.022, 0.185, -0.076], [-0.099, -0.146, 0.132], [0.087, -0.200, -0.044], [-0.148, -0.023, 0.250], [-0.058, 0.034, 0.001], [-0.063, 0.135, -0.183], [-0.225, -0.227, 0.339], [0.121, 0.161, 0.012], [-0.197, 0.532, -0.082], [0.001, -0.012, 0.189], [-0.198, -0.166, -0.083], [-0.061, 0.149, -0.162], [-0.615, -0.014, -0.284], [0.204, -0.058, 0.061], [-0.153, -0.022, 0.050], [0.382, 0.026, 0.061], [0.121, -0.118, 0.434], [0.094, 0.060, 0.058], [-0.072, 0.102, -0.012], [-0.079, 0.015, -0.077], [-0.418, -0.154, -0.096], [-0.216, -0.152, -0.163], [-0.018, 0.104, -0.069], [0.065, -0.003, -0.008], [-0.023, 0.101, 1.113], [0.114, -0.248, -0.384], [-1.393, -0.199, 0.795], [0.398, -0.449, -0.189], [0.585, 0.352, -0.606], [0.017, 0.510, -0.067], [-0.256, -0.165, -0.042], [0.109, 0.187, 0.281], [0.115, 0.346, -0.368], [0.051, -0.123, -0.209], [0.165, 0.074, 0.199], [-0.042, 0.173, 0.043], [0.362, 0.142, 0.187], [0.005, -0.075, 0.155], [0.288, 0.066, -0.160], [0.290, -0.049, 0.271], [-0.102, -0.019, 0.093], [0.086, -0.457, -0.400], [0.101, -0.117, 0.150], [0.150, 0.205, 0.044], [-0.115, -0.047, -0.291], [0.097, 0.033, -0.179], [-0.055, 0.193, -0.044], [0.158, 0.072, 0.205], [-0.276, 0.035, 0.105], [-0.223, -0.097, 0.274], [-0.453, -0.244, 0.125], [0.082, -0.075, 0.021], [0.121, 0.130, -0.098], [0.489, -0.076, 0.063], [0.558, -0.020, -0.008], [0.062, -0.005, -0.125], [-0.006, 0.103, -0.060], [-0.233, -0.150, 0.647], [0.249, -1.686, -1.317], [-0.415, 0.585, 0.043], [0.263, -0.168, -1.012], [0.002, 0.849, 0.255], [0.657, 0.015, 0.370], [-0.610, 1.598, 2.312]],
  "spin_multiplicity": 4,
  "gap_ev": [5.055, 5.059],
  "charge": -1
}

=====

2.
{
  "formula": "C45H42Cl2CoN2O6Sb",
  "method": "ωB97M-V with the def2-TZVPD basis set",
  "elements": ["Co", "N", "C", "C", "C", "O", "O", "H", "H", "H", "H", "H", "H", "C", "C", "C", "C", "C", "C", "Sb", "C", "C", "C", "C", "C", "C", "C", "C", "C", "C", "C", "C", "H", "H", "H", "H", "H", "H", "H", "H", "H", "H", "H", "H", "H", "H", "H", "C", "C", "C", "C", "C", "C", "C", "C", "C", "C", "O", "O", "H", "H", "H", "H", "H", "H", "H", "H", "H", "H", "H", "Cl", "C", "C", "C", "C", "C", "Cl", "C", "N", "C", "C", "C", "C", "C", "C", "C", "C", "O", "O", "H", "H", "H", "H", "H", "H", "H", "H", "H", "H"],
  "coordinates": [[0.294, 0.598, -1.487], [-1.716, 0.260, -0.600], [-2.789, 0.744, -1.476], [-2.592, 0.252, -2.908], [-1.537, 1.055, -3.692], [-1.859, 1.534, -4.778], [-0.375, 1.158, -3.168], [-1.786, -0.741, -0.456], [-1.721, 0.732, 0.296], [-2.771, 1.835, -1.458], [-3.767, 0.408, -1.110], [-3.523, 0.324, -3.468], [-2.260, -0.792, -2.882], [-1.035, -5.337, 5.746], [-1.178, -3.963, 5.879], [-0.824, -3.126, 4.831], [-0.323, -3.640, 3.633], [-0.204, -5.022, 3.509], [-0.552, -5.866, 4.558], [0.281, -2.175, 2.150], [2.112, -1.818, 3.233], [2.561, -0.500, 3.236], [3.627, -0.131, 4.045], [4.246, -1.075, 4.853], [3.798, -2.390, 4.853], [2.725, -2.762, 4.053], [0.105, -3.558, 0.464], [1.159, -3.550, -0.507], [0.728, -4.586, -1.401], [-0.447, -5.296, -1.471], [-1.431, -5.113, -0.521], [-1.118, -4.202, 0.463], [-1.300, -5.994, 6.565], [-1.564, -3.543, 6.800], [-0.933, -2.051, 4.933], [0.162, -5.451, 2.582], [-0.443, -6.938, 4.447], [2.079, 0.231, 2.595], [3.971, 0.896, 4.046], [5.078, -0.787, 5.483], [4.282, -3.129, 5.481], [2.369, -3.785, 4.065], [2.117, -2.357, 0.545], [1.420, -4.726, -2.234], [-0.586, -5.977, -2.301], [-2.376, -5.638, -0.550], [-1.799, -4.000, 1.283], [6.996, -3.297, -1.451], [5.493, -3.256, -1.497], [4.899, -3.182, -2.740], [3.419, -3.069, -3.150], [2.908, -3.153, -4.548], [2.807, -2.873, -2.022], [3.329, -3.686, 0.005], [3.131, -5.003, 0.735], [4.883, -3.420, -0.049], [1.442, -1.406, -0.873], [0.524, -1.225, -1.796], [1.305, -0.284, -0.185], [7.425, -3.152, -2.441], [7.341, -4.257, -1.054], [7.368, -2.513, -0.787], [5.580, -3.174, -3.590], [3.508, -2.523, -5.208], [1.871, -2.824, -4.583], [2.962, -4.180, -4.918], [3.497, -5.792, 0.066], [2.106, -5.243, 1.005], [3.742, -5.027, 1.638], [5.467, -4.103, 0.567], [5.938, 1.255, -2.174], [5.256, 0.162, -0.999], [6.076, -0.005, 0.165], [5.730, -0.926, 1.053], [4.616, -1.837, 0.770], [3.551, -1.600, -0.340], [2.436, -2.604, -0.589], [4.061, -0.449, -1.204], [3.231, -0.022, -2.250], [3.098, 1.250, -2.884], [3.085, 1.229, -4.278], [2.964, 2.391, -5.012], [2.862, 3.607, -4.353], [2.841, 3.630, -2.972], [2.936, 2.467, -2.207], [2.739, 2.614, -0.716], [1.265, 3.082, -0.403], [1.137, 4.190, 0.113], [0.284, 2.314, -0.693], [6.931, 0.646, 0.288], [6.246, -1.056, 1.994], [4.127, -2.199, 1.679], [2.757, -0.753, -2.752], [3.176, 0.273, -4.783], [2.951, 2.347, -6.094], [2.770, 4.528, -4.914], [2.706, 4.569, -2.447], [3.377, 3.396, -0.310], [2.934, 1.674, -0.199]],
  "forces_ev_per_angstrom": [[-0.767, 0.525, 0.134], [0.151, 0.061, -0.131], [-0.041, -0.176, -0.001], [0.276, 0.182, 0.046], [-0.047, -0.076, -0.066], [-0.044, -0.062, -0.004], [0.058, 0.256, -0.186], [-0.052, 0.017, 0.084], [0.044, -0.035, 0.016], [0.014, -0.002, 0.057], [-0.044, 0.115, -0.032], [-0.026, -0.080, 0.034], [-0.101, -0.036, -0.025], [-0.005, 0.007, 0.018], [0.017, 0.012, 0.008], [0.048, -0.019, -0.127], [-0.036, 0.014, -0.052], [0.043, 0.025, -0.004], [0.007, -0.018, -0.014], [-1.381, 0.638, 0.703], [0.031, -0.329, -0.386], [0.004, -0.055, -0.066], [0.007, 0.036, -0.001], [0.018, -0.016, -0.041], [-0.001, -0.050, 0.009], [0.115, 0.075, -0.102], [2.798, 2.397, 1.298], [-10.753, -7.905, -0.721], [2.481, 1.216, -1.805], [-0.021, -0.259, -0.039], [0.019, 0.190, -0.040], [0.038, -0.116, 0.266], [-0.018, 0.000, -0.005], [0.004, 0.002, 0.003], [-0.027, -0.011, 0.099], [0.015, -0.017, 0.018], [0.000, 0.001, -0.008], [0.051, 0.027, -0.006], [0.009, -0.001, -0.019], [0.000, 0.005, 0.000], [-0.005, 0.011, 0.015], [0.000, -0.004, 0.038], [-1.610, 1.721, 5.433], [-0.120, -0.320, -0.032], [0.046, -0.032, 0.025], [-0.021, 0.027, 0.002], [-0.034, -0.054, -0.028], [-0.031, 0.013, -0.014], [-0.916, -0.460, -0.377], [-0.016, -0.375, 0.252], [2.642, -0.265, 1.159], [0.039, 0.091, 0.088], [0.886, -1.476, -4.475], [6.752, -7.009, 1.383], [-0.587, 0.156, -0.277], [-1.266, 3.170, -0.438], [-9.652, 10.813, -2.728], [1.708, -4.042, -1.715], [2.846, -2.057, 2.597], [0.071, -0.001, 0.029], [0.029, 0.016, 0.019], [0.028, -0.007, -0.003], [0.130, 0.093, 0.070], [-0.027, -0.012, -0.042], [0.010, 0.021, -0.033], [0.027, 0.005, -0.022], [-0.006, -0.110, 0.097], [-0.033, 0.038, -0.002], [-0.038, 0.052, 0.051], [0.066, -0.098, -0.193], [0.004, -0.040, 0.013], [0.262, 0.203, -0.111], [0.029, 0.111, 0.031], [-0.071, -0.352, 0.178], [-0.669, -4.046, -1.859], [8.995, 8.886, 0.204], [-0.596, -1.172, 2.324], [-1.967, -0.155, -0.866], [0.246, -0.096, 0.143], [0.141, 0.077, 0.102], [0.004, 0.037, -0.008], [-0.024, -0.065, -0.038], [0.016, 0.064, 0.032], [0.000, -0.038, -0.091], [-0.164, -0.212, 0.090], [-0.683, -0.244, -0.071], [0.285, 0.209, 0.054], [0.125, -0.010, 0.064], [0.267, 0.348, -0.055], [-0.028, 0.025, 0.065], [0.050, -0.039, -0.024], [-0.015, 0.087, 0.045], [-0.049, 0.043, -0.032], [0.039, 0.001, 0.000], [-0.023, -0.002, -0.001], [-0.011, 0.001, 0.002], [-0.015, -0.005, 0.012], [0.104, -0.058, -0.041], [-0.052, -0.001, 0.046]],
  "spin_multiplicity": 2,
  "gap_ev": [5.897, 5.619],
  "relative_energy_kj_mol": 2817.6,
  "charge": -1
}